The following is a quantum chemistry calculation of a cluster of 2 separate species, Br3H3Si2 in total at a distorted geometry, from OMol25.

Output
HOMO-LUMO gap = 8.24 eV
DFT total energy = -225932.578 eV
energy relative to the best compared isomer or geometry (same formula, charge and spin) = 42.9 kcal/mol
LUMO = -0.8 eV

Geometry as ORCA input:
```
! wB97M-V def2-TZVPD RIJCOSX def2/J DEFGRID3
* xyz 0 1
Si -1.39195 -0.06380 -0.95992
Si 2.07848 0.41047 2.08742
Br -0.53213 -0.97109 0.83069
Br -2.89695 1.48568 -0.32396
Br 2.81664 0.67693 -0.08921
H -0.48134 0.54563 -1.87741
H -2.13555 -1.20804 -1.46431
H 2.54281 -0.87578 1.79669
*
```